Entry from the Open Molecules 2025 dataset: a structure of composition C5H11P (the ωB97M-V functional and the def2-TZVPD basis).

- Highest occupied orbital energy (spin up / spin down): -8.192 / -7.505 eV
- Maximum force: 0.0838 Eh/bohr
- Molecular weight: 102.1 u
- Energy relative to the best compared isomer or geometry (same formula, charge and spin): 106.24 kcal/mol
- Total charge: 0

Geometry as XYZ:
```
17
C5H11P, DFT the ωB97M-V functional and the def2-TZVPD basis
C 1.752 0.683 -0.661
C 2.597 1.214 -1.564
C 2.134 0.438 0.793
C -3.531 -0.940 0.627
C -0.869 -0.587 -0.068
P 0.313 -0.084 -1.457
H 3.653 1.473 -1.318
H 2.360 1.631 -2.528
H 3.056 1.035 1.005
H 2.295 -0.559 0.857
H 1.296 0.815 1.310
H -4.174 -0.993 -0.194
H -3.337 -1.893 1.146
H -3.843 -0.129 1.283
H -2.207 -0.426 -0.073
H -0.930 -1.675 0.100
H -0.565 0.000 0.743
```